[1]
This record from the OMol25 dataset describes a structure of composition C17H27FGaN3O2P. The level of theory is ωB97M-V/def2-TZVPD.

* energy above the lowest of the compared OMol25 structures with the same formula, charge and spin: 0.0 kJ/mol

```
! RIJCOSX wB97M-V def2-TZVPD def2/J DEFGRID3
* xyz 1 1
C -5.7037 -2.5940 -2.3129
C -5.7214 -1.2925 -3.0979
O -6.5141 -1.1468 -4.0186
N -4.8547 -0.3095 -2.6988
C -5.0001 0.9339 -3.4715
Ga -3.0068 -0.7477 -2.4049
C -1.8485 -0.7722 -4.0456
C -0.8948 0.4008 -4.2646
F -1.3176 1.2026 -5.3289
P -2.1796 0.8824 -0.8556
O -2.5776 2.3147 -1.0076
H -6.7277 -2.9759 -2.2982
H -5.3441 -2.4496 -1.2916
H -5.0606 -3.3326 -2.8051
H -5.9726 1.3980 -3.2703
H -4.2173 1.6398 -3.1693
H -4.9398 0.7561 -4.5512
H -2.8753 -2.1577 -1.6208
H -1.2584 -1.6983 -3.9825
H -2.4634 -0.8614 -4.9488
H -0.8249 1.0827 -3.4057
H 0.1226 0.0689 -4.5181
H -2.4145 0.4124 0.4903
H -0.7286 0.7796 -0.8107
C 6.2050 2.7052 5.3622
N 5.2444 1.9795 4.4986
C 5.3002 0.6366 4.4523
C 4.4201 -0.0814 3.6800
C 3.4516 0.5939 2.9395
C 3.4173 1.9838 2.9984
C 4.3277 2.6514 3.7858
C 2.4659 -0.1391 2.1047
C 1.1087 0.0850 2.2798
C 0.2088 -0.5552 1.4532
N 0.6354 -1.3826 0.4913
C 1.9414 -1.6330 0.3196
C 2.8845 -1.0297 1.1177
C -0.3635 -1.9408 -0.4538
H 7.2166 2.4413 5.0661
H 6.0292 2.4262 6.3978
H 6.0518 3.7715 5.2369
H 6.0651 0.1663 5.0540
H 4.4871 -1.1602 3.6724
H 2.6971 2.5549 2.4288
H 4.3458 3.7287 3.8629
H 0.7335 0.7583 3.0376
H -0.8591 -0.3926 1.5122
H 2.1991 -2.3034 -0.4881
H 3.9312 -1.2306 0.9382
H -0.3086 -3.0250 -0.5004
H -0.1625 -1.5075 -1.4312
H -1.3501 -1.6355 -0.1276
*
```

---

[2]
This record from the OMol25 dataset describes a structure of composition C17H27N2O3ReS4. The level of theory is ωB97M-V/def2-TZVPD.

* energy above the lowest of the compared OMol25 structures with the same formula, charge and spin: 63.3 kJ/mol

```
! RIJCOSX wB97M-V def2-TZVPD def2/J DEFGRID3
* xyz 3 2
Re 0.9045 -0.4758 0.0813
C -0.6251 3.6634 5.5266
O -1.7937 3.0089 5.0182
C -1.7331 2.1363 4.0547
C -2.9860 1.5823 3.6521
C -3.0548 0.6380 2.6637
C -1.9108 0.1973 1.9740
C -2.0157 -0.8012 0.9497
C -3.3288 -1.4451 0.6354
O -1.0251 -1.2026 0.2723
C -0.6421 0.7803 2.3635
O 0.4862 0.4356 1.8075
C -0.5796 1.7203 3.4015
H -0.9193 4.1220 6.4639
H -0.3086 4.4467 4.8359
H 0.1936 2.9655 5.7002
H -3.8721 1.9409 4.1607
H -4.0208 0.2265 2.4065
H -3.7436 -1.9433 1.5136
H -3.1925 -2.1808 -0.1528
H -4.0554 -0.7013 0.3039
H 0.3994 2.0979 3.6632
C 3.3060 -0.4968 -2.4099
C 3.9970 0.0166 -1.1589
S 2.9557 0.8280 0.0955
C 2.3913 2.4057 -0.6383
C 1.3847 2.3058 -1.7667
S -0.0914 1.3454 -1.2518
C -0.5288 0.4006 -2.7501
C 0.6020 -0.4024 -3.3660
S 1.6535 -1.2893 -2.1379
H 3.9237 -1.2738 -2.8601
H 3.1726 0.2835 -3.1543
H 4.7859 0.7183 -1.4330
H 4.4520 -0.7972 -0.5932
H 3.2770 2.9551 -0.9606
H 1.9646 2.9341 0.2163
H 1.7990 1.8407 -2.6561
H 1.0388 3.3051 -2.0330
H -0.9427 1.0991 -3.4787
H -1.3378 -0.2489 -2.4147
H 1.2590 0.2025 -3.9862
H 0.1769 -1.1754 -4.0062
C 0.9083 -6.1810 0.9087
N 1.5375 -4.8697 0.7563
C 1.1092 -3.7466 1.2762
N 0.0062 -3.7034 2.0051
S 2.1250 -2.3249 1.0538
H 1.3153 -6.8473 0.1548
H -0.1688 -6.1146 0.7557
H 1.1125 -6.6021 1.8945
H 2.4333 -4.8436 0.2915
H -0.4781 -4.5521 2.2619
H -0.2393 -2.8604 2.4899
*
```

---

[3]
This record from the OMol25 dataset describes a structure of composition C17H27N3O2. The level of theory is ωB97M-V/def2-TZVPD.

* energy above the lowest of the compared OMol25 structures with the same formula, charge and spin: 1565.1 kJ/mol

```
! RIJCOSX wB97M-V def2-TZVPD def2/J DEFGRID3
* xyz 0 1
C 2.7400 -7.1243 6.6255
C 1.4839 -6.3258 6.8701
C 0.8846 -5.6987 5.5766
C 1.7125 -4.4945 5.2299
C 1.1201 -3.6569 4.2038
C 1.7706 -2.6394 3.7049
C 0.9439 -1.8212 2.7173
C 1.0112 -2.5549 1.2073
C 0.3204 -1.7282 0.1571
H -0.6962 -1.1826 0.5649
H -0.0695 -2.5164 -0.7878
C 1.2584 -0.7065 -0.3928
N 0.5878 0.3122 -1.3430
C 0.1312 1.3849 -1.4496
O 0.5190 2.2308 -0.4492
C -0.6581 1.8620 -2.5595
O -0.8615 1.2812 -3.4665
N -0.9198 3.2204 -2.4855
C -1.4468 4.0717 -3.6246
N -1.7137 5.2353 -3.0504
C -2.1090 6.1739 -3.8221
C -2.8313 5.6703 -5.0601
C -2.6320 4.4435 -5.5926
C -2.1117 3.4981 -4.6740
H -1.5941 2.5198 -5.1476
H -2.9771 4.2804 -6.5593
H -3.2086 6.7302 -5.5789
H -2.2478 7.1121 -3.6030
H -0.6428 3.6189 -1.5973
H 0.1275 -0.3062 -2.2709
H 1.4118 0.0791 0.3058
H 2.1904 -1.0048 -0.7268
H 0.2359 -3.4396 1.3529
H 1.8714 -2.8259 0.9564
H 0.1200 -1.4757 3.0044
H 1.6450 -1.0279 2.1917
H 2.9124 -2.9671 3.1368
H 1.8025 -2.0775 4.4651
H 0.7936 -4.5817 3.2830
H -0.0340 -3.6556 4.4646
H 2.4969 -4.8274 4.9132
H 1.6811 -4.0648 6.1453
H 0.7714 -6.5268 5.0482
H -0.1293 -5.3485 6.1655
H 1.7834 -5.7985 7.7711
H 0.7809 -7.0225 7.2925
H 3.1280 -7.5565 7.5512
H 3.5190 -6.2416 6.3761
H 2.7975 -7.8761 5.7405
*
```

---

[4]
This record from the OMol25 dataset describes the molecule C17H27N3O2S. The level of theory is ωB97M-V/def2-TZVPD.

* energy above the lowest of the compared OMol25 structures with the same formula, charge and spin: 6.5 kJ/mol
* SMILES: CC(C)CC[C@H](C[C@@H](C)O)C(=O)NNC(=S)Nc1ccccc1

```
! RIJCOSX wB97M-V def2-TZVPD def2/J DEFGRID3
* xyz 0 1
C -4.5504 -2.3851 -0.8981
H -4.9419 -1.6248 -1.5705
H -5.2108 -3.2482 -0.9377
H -3.5728 -2.6973 -1.2565
C -4.4675 -1.8538 0.5316
C -3.8426 -2.9004 1.4517
H -4.4756 -3.7836 1.4968
H -2.8662 -3.2075 1.0858
H -3.7303 -2.5090 2.4605
C -3.7348 -0.5057 0.6061
C -2.2663 -0.5555 0.1851
H -2.1956 -0.9571 -0.8264
H -1.7310 -1.2245 0.8611
C -1.6106 0.8340 0.2361
C -0.1053 0.7391 0.3751
O 0.5637 1.4438 1.1191
N 0.4848 -0.1485 -0.4471
N 1.8608 -0.3265 -0.3933
C 2.3776 -1.5298 -0.7217
N 3.7057 -1.7447 -0.5628
C 4.7240 -0.8695 -0.1712
C 4.6996 0.4933 -0.4590
C 5.7483 1.3004 -0.0549
C 6.8297 0.7668 0.6244
C 6.8700 -0.5934 0.8849
C 5.8278 -1.4083 0.4890
H 5.8591 -2.4694 0.6906
H 7.7164 -1.0224 1.3996
H 7.6422 1.4036 0.9379
H 5.7192 2.3549 -0.2834
H 3.8902 0.9183 -1.0310
H 3.9797 -2.7064 -0.7175
S 1.4142 -2.7281 -1.3522
H 2.2949 0.2924 0.2878
H 0.0178 -0.8865 -0.9695
H -1.9731 1.3599 1.1238
C -1.9493 1.6601 -1.0160
H -1.5255 1.1661 -1.8935
H -3.0335 1.6855 -1.1332
C -1.4421 3.1185 -1.0111
C -1.9016 3.8959 0.2215
H -1.3883 3.5331 1.1097
H -1.6615 4.9493 0.0991
H -2.9748 3.7947 0.3603
H -1.8492 3.5984 -1.9108
O -0.0448 3.1984 -1.1752
H 0.3717 2.9793 -0.3307
H -3.7929 -0.1372 1.6335
H -4.2682 0.2060 -0.0278
H -5.4912 -1.6685 0.8799
*
```

---

[5]
This record from the OMol25 dataset describes the molecule C17H27N3O4S. The level of theory is ωB97M-V/def2-TZVPD.

* energy above the lowest of the compared OMol25 structures with the same formula, charge and spin: 180.0 kJ/mol
* SMILES: CCN1CCN(C(=O)CN(C)S(=O)(=O)c2ccc(OC)c(C)c2)CC1

```
! RIJCOSX wB97M-V def2-TZVPD def2/J DEFGRID3
* xyz 0 1
C -5.7914 -1.3942 -1.7391
H -6.3635 -0.6713 -1.1627
H -5.2548 -0.8701 -2.5260
H -6.4864 -2.0891 -2.2030
C -4.8212 -2.1662 -0.8382
N -3.8216 -1.3820 -0.1424
C -2.8616 -0.7170 -1.0012
H -2.4917 -1.4312 -1.7392
C -1.6926 -0.2167 -0.1458
N -2.1934 0.6804 0.8691
C -1.9738 2.0036 0.9675
O -2.5232 2.6983 1.8049
C -0.9567 2.6068 -0.0022
N 0.3635 2.0503 0.2364
S 1.3061 1.9957 -1.1680
O 1.8427 3.2880 -1.4918
O 0.4980 1.3359 -2.1567
C 2.6266 0.9104 -0.6654
C 3.9138 1.3903 -0.5617
C 4.9319 0.5361 -0.1691
C 4.6510 -0.7960 0.1190
C 3.3319 -1.2819 0.0106
C 2.3336 -0.4133 -0.3850
H 1.3160 -0.7527 -0.4901
C 3.0563 -2.7178 0.3236
H 3.3294 -2.9344 1.3550
H 2.0067 -2.9508 0.1728
H 3.6629 -3.3604 -0.3120
O 5.5745 -1.7085 0.5100
C 6.9221 -1.3126 0.6185
H 7.4648 -2.2051 0.9258
H 7.3161 -0.9621 -0.3401
H 7.0525 -0.5325 1.3746
H 5.9369 0.9185 -0.0936
H 4.1068 2.4251 -0.7945
C 1.0653 2.6754 1.3346
H 0.4226 2.6692 2.2132
H 1.3448 3.7077 1.0951
H 1.9660 2.0988 1.5389
H -0.9642 3.6948 0.1421
H -1.2279 2.3906 -1.0369
C -3.1975 0.0545 1.7054
C -4.3491 -0.4488 0.8339
H -5.0812 -0.9665 1.4570
H -4.8374 0.4217 0.3634
H -3.5500 0.7947 2.4246
H -2.7429 -0.7903 2.2321
H -0.9479 0.2665 -0.7735
H -1.2376 -1.0754 0.3614
H -3.2986 0.1445 -1.5347
H -4.2848 -2.9056 -1.4403
H -5.3916 -2.7053 -0.0759
*
```

---

[6]
This record from the OMol25 dataset describes the molecule C17H27NO2. The level of theory is ωB97M-V/def2-TZVPD.

* energy above the lowest of the compared OMol25 structures with the same formula, charge and spin: 23.7 kJ/mol
* SMILES: CCCCCCCCC(=O)NCCOc1ccccc1

```
! RIJCOSX wB97M-V def2-TZVPD def2/J DEFGRID3
* xyz 0 1
C -5.2737 -0.8062 1.0235
C -4.1881 0.1755 1.4491
C -3.4793 0.8451 0.2702
C -2.5766 -0.1139 -0.5027
C -1.9170 0.5203 -1.7280
C -0.9851 1.6958 -1.4302
C 0.2238 1.3080 -0.5812
C 1.1820 2.4906 -0.4145
C 2.4387 2.1133 0.3497
O 2.6721 2.4660 1.4860
N 3.3101 1.3697 -0.3740
H 3.0253 1.0040 -1.2679
C 4.5940 0.9555 0.1372
C 4.5576 -0.4149 0.8367
O 4.0060 -1.4074 -0.0013
C 2.6903 -1.7603 0.0977
C 1.7901 -1.3254 1.0637
C 0.4967 -1.8219 1.0714
C 0.0739 -2.7274 0.1169
C 0.9633 -3.1447 -0.8608
C 2.2585 -2.6716 -0.8692
H 2.9680 -2.9983 -1.6137
H 0.6472 -3.8475 -1.6173
H -0.9370 -3.1048 0.1315
H -0.1833 -1.4900 1.8428
H 2.0672 -0.6002 1.8125
H 4.0221 -0.3376 1.7845
H 5.5849 -0.7311 1.0428
H 5.2998 0.9193 -0.6958
H 4.9171 1.7050 0.8638
H 1.4694 2.8745 -1.3966
H 0.6830 3.2885 0.1368
H -0.1029 0.9806 0.4055
H 0.7383 0.4670 -1.0538
H -1.5392 2.4923 -0.9318
H -0.6302 2.0969 -2.3838
H -1.3458 -0.2535 -2.2482
H -2.6997 0.8665 -2.4079
H -1.8070 -0.5038 0.1637
H -3.1690 -0.9625 -0.8501
H -4.2265 1.2667 -0.4067
H -2.8784 1.6695 0.6579
H -3.4493 -0.3440 2.0639
H -4.6437 0.9520 2.0684
H -5.7879 -1.2013 1.8969
H -6.0064 -0.3107 0.3900
H -4.8532 -1.6435 0.4726
*
```

---

[7]
This record from the OMol25 dataset describes a structure of composition C17H28AsBF6IrN5O7S5. The level of theory is ωB97M-V/def2-TZVPD.

* energy above the lowest of the compared OMol25 structures with the same formula, charge and spin: 44.1 kJ/mol

```
! RIJCOSX wB97M-V def2-TZVPD def2/J DEFGRID3
* xyz 1 2
Ir -0.0410 0.2956 0.2019
C -1.6186 -2.0748 3.6033
C -1.8007 -0.7180 2.9421
C -2.7019 0.1963 3.7669
O -0.5699 -0.0558 2.6793
C -2.4879 -0.8951 1.5900
O -3.5337 -1.4921 1.5077
O -1.9272 -0.3316 0.5267
H -1.1652 -1.9457 4.5885
H -0.9820 -2.7196 2.9978
H -2.5849 -2.5597 3.7156
H -2.2880 0.3124 4.7694
H -3.6980 -0.2359 3.8323
H -2.7621 1.1800 3.3001
H 0.1895 -0.5700 2.9814
F 4.7420 -0.4462 1.9174
C 4.5086 0.3652 0.8942
F 5.1810 1.4856 1.0515
F 4.8926 -0.2393 -0.2241
S 2.6631 0.6859 0.7957
O 2.2111 0.0345 -0.4524
O 2.1516 0.0733 1.9926
N 2.5285 2.2468 0.7696
S 1.8682 2.9637 -0.4795
O 1.4606 4.2992 -0.1821
O 0.8854 2.1080 -1.1810
C 3.2294 3.1352 -1.7545
F 2.7288 2.8915 -2.9558
F 3.7211 4.3589 -1.7192
F 4.1972 2.2580 -1.4999
C 2.8049 -3.3063 1.9959
N 2.7613 -3.1572 0.5444
C 3.7572 -3.5073 -0.3327
C 3.2996 -3.2200 -1.5762
N 2.0339 -2.7091 -1.4602
B 1.2053 -2.1480 -2.6653
N -0.3106 -2.4355 -2.3903
C -0.9095 -3.6588 -2.3822
C -2.2424 -3.4789 -2.1772
N -2.4481 -2.1357 -2.0578
C -3.7404 -1.4901 -1.8179
C -1.2541 -1.5149 -2.1658
S -0.9783 0.1769 -1.9996
C 1.7228 -2.6585 -0.1635
S 0.2403 -2.1351 0.5780
H 3.7681 -3.7261 2.2708
H 2.0102 -3.9700 2.3284
H 2.6829 -2.3367 2.4727
H 4.6914 -3.9263 -0.0030
H 3.7680 -3.3390 -2.5370
H 1.3805 -0.9678 -2.7104
H 1.5371 -2.7023 -3.6804
H -0.3503 -4.5643 -2.5422
H -3.0447 -4.1912 -2.1005
H -4.5175 -2.2447 -1.8926
H -3.9050 -0.7168 -2.5636
H -3.7495 -1.0564 -0.8238
C -1.7683 5.4093 0.3126
As -1.7022 3.6407 -0.4223
C -1.1419 3.9025 -2.2413
C -3.5386 3.1051 -0.6115
S -0.9466 2.3575 1.1445
H -2.2836 6.0594 -0.3920
H -0.7447 5.7509 0.4545
H -2.2864 5.3943 1.2683
H -1.9257 4.5125 -2.6892
H -1.0418 2.9587 -2.7679
H -0.1970 4.4379 -2.2531
H -4.0789 3.8221 -1.2285
H -3.9903 3.0445 0.3758
H -3.5645 2.1185 -1.0732
*
```

---

[8]
This record from the OMol25 dataset describes a structure of composition C17H28BF16INO4P2. The level of theory is ωB97M-V/def2-TZVPD.

* electronic energy: -98590.27005 eV

```
! RIJCOSX wB97M-V def2-TZVPD def2/J DEFGRID3
* xyz 1 1
C 0.8501 1.0656 1.1512
C -0.0195 0.3784 0.1503
O 0.1684 -1.0592 0.1174
P 0.9921 -1.6046 -1.0990
P 3.0990 -0.9104 -1.2035
N 4.1102 -2.0811 -1.4794
B 0.1453 -1.2652 -2.8459
O -0.8309 -0.3521 -2.9348
C 0.6802 -2.0488 -4.0677
C 1.1447 -1.0132 -5.0875
C 0.9772 -3.4064 -0.8834
I -1.0441 -3.9805 -1.3182
C 1.3432 -3.8122 0.5464
C 2.7029 -4.4302 0.6562
H 1.8422 0.6836 1.1980
H 0.4070 1.0887 2.1093
H 0.9298 2.0824 0.8465
H 0.0845 0.8373 -0.8131
H -1.0270 0.5303 0.4354
H 3.1480 0.0164 -2.2608
H 3.4168 -0.2191 -0.0246
H 3.6592 -2.9793 -1.5297
H -1.6945 -0.7593 -2.8604
H 1.4922 -2.6720 -3.7722
H -0.1320 -2.6256 -4.4545
H 2.1202 -0.6566 -4.8667
H 1.1019 -1.4402 -6.0569
H 0.4849 -0.1831 -5.1004
H 1.6284 -3.8308 -1.6031
H 1.2073 -3.0009 1.2185
H 0.6376 -4.5452 0.8411
H 2.8804 -4.7443 1.6542
H 2.7306 -5.3067 0.0445
H 3.4868 -3.7815 0.3413
C -3.6715 2.9490 -3.3428
C -4.3986 2.2215 -2.2021
C -4.7036 0.7370 -2.4039
F -5.4875 0.5284 -3.4774
F -5.3471 0.2590 -1.3150
F -5.5282 2.8774 -1.8961
F -3.5727 2.2824 -1.1115
O -4.4689 3.6579 -4.2517
C -5.0543 3.0015 -5.2953
C -6.5762 2.9977 -5.1631
F -6.9381 2.4427 -3.9888
F -7.0911 2.2585 -6.1666
F -4.5653 1.7506 -5.4204
F -4.7486 3.6747 -6.4169
H -3.0706 3.7140 -2.8576
H -2.9732 2.2888 -3.8583
H -3.7739 0.1696 -2.5266
H -6.9620 4.0172 -5.2181
C 2.6538 -0.3737 6.9973
C 1.2271 0.0717 6.6460
C 0.8567 0.1053 5.1639
F 1.6517 0.9632 4.4800
F -0.4231 0.5313 5.0324
F 0.9760 1.2719 7.2010
F 0.3861 -0.8344 7.2149
O 3.6016 0.6444 7.1984
C 4.2333 1.2006 6.1296
C 3.8455 2.6680 5.9597
F 2.5083 2.7859 5.8320
F 4.4257 3.1383 4.8333
F 4.0009 0.4977 4.9991
F 5.5543 1.1608 6.3710
H 2.5726 -0.8639 7.9635
H 3.0222 -1.1258 6.3005
H 0.9338 -0.8928 4.7215
H 4.1818 3.2493 6.8196
*
```

---

[9]
This record from the OMol25 dataset describes a structure of composition C17H28BN6OPtS. The level of theory is ωB97M-V/def2-TZVPD.

* electronic energy: -43825.95927 eV

```
! RIJCOSX wB97M-V def2-TZVPD def2/J DEFGRID3
* xyz 1 1
Pt -0.4593 -0.7533 -0.7866
C -1.6095 -2.9624 2.0720
C -0.7508 -1.7706 2.3142
C -0.3501 -1.1866 3.5198
C 0.4134 -0.0859 3.1710
C 1.0983 0.9035 4.0506
N 0.4626 -0.0190 1.8257
N -0.2531 -1.0621 1.3124
B 1.2983 0.9238 0.8988
N 2.1500 0.0108 -0.0129
N 1.4831 -0.8105 -0.8390
C 2.3494 -1.4972 -1.5782
C 1.8890 -2.4894 -2.5885
C 3.6353 -1.0982 -1.2046
C 3.4690 -0.1423 -0.2144
C 4.4894 0.6276 0.5479
N 0.4615 1.8426 -0.0535
N -0.2347 1.3322 -1.1135
C -0.7632 2.3365 -1.7976
C -1.6050 2.1071 -3.0024
C -0.3998 3.5393 -1.1829
C 0.3680 3.1865 -0.0876
C 1.0288 4.0642 0.9191
H -1.7336 -3.5374 2.9869
H -2.5975 -2.6590 1.7220
H -1.1619 -3.6105 1.3165
H -0.5840 -1.5198 4.5160
H 0.8517 0.6961 5.0895
H 2.1816 0.8517 3.9411
H 0.7889 1.9227 3.8215
H 2.0094 1.6017 1.5716
H 0.7974 -2.5247 -2.6178
H 2.2448 -2.2276 -3.5844
H 2.2561 -3.4874 -2.3511
H 4.5664 -1.4597 -1.6040
H 5.4848 0.3254 0.2316
H 4.3856 1.6992 0.3780
H 4.4004 0.4487 1.6195
H -1.3693 1.1427 -3.4548
H -2.6668 2.1199 -2.7486
H -1.4365 2.8856 -3.7444
H -0.6598 4.5365 -1.4928
H 0.7715 5.1019 0.7196
H 0.7087 3.8223 1.9322
H 2.1137 3.9672 0.8802
C -4.9976 -0.8867 -1.1717
S -3.3548 -0.9830 -1.8380
C -3.2110 -2.7408 -2.0940
O -2.5132 -0.6911 -0.5763
H -5.1147 -1.6204 -0.3766
H -5.7073 -1.0594 -1.9801
H -5.1183 0.1230 -0.7856
H -3.7984 -3.0054 -2.9735
H -3.5476 -3.2794 -1.2099
H -2.1594 -2.9488 -2.2923
*
```

---

| no. | F_max (eV/Å) |
| --- | --- |
| 1 | 0.87 |
| 2 | 2.82 |
| 3 | 18.11 |
| 4 | 0.56 |
| 5 | 1.17 |
| 6 | 0.66 |
| 7 | 3.14 |
| 8 | 2.23 |
| 9 | 0.83 |